[1]
The following is a quantum chemistry calculation of a cluster of 2 separate species, C3H4N2O in total in a non-equilibrium geometry, from the OMol25 dataset.

LUMO in eV: -0.33
2S+1: 1
Gap between HOMO and LUMO in eV: 9.113
Charge: 0
E in eV: -8198.861

Structure (XYZ):
```
10
C3H4N2O (wB97M-V/def2-TZVPD)
N -1.22965 0.24382 -0.39515
C -1.06514 0.87301 0.67735
O 0.19177 0.95030 1.26987
C 1.32060 0.97984 0.58151
C 1.24103 -1.88511 -0.75334
N 2.10906 -2.63938 -0.65586
H -2.20171 0.26699 -0.69418
H -1.79615 1.38486 1.30340
H 1.01044 1.01322 -0.49741
H 0.41975 -1.18755 -0.83618
```

Löwdin atomic charge list, values in e, 4 entries:
1. N 0.131
2. C -0.251
3. O -0.135
4. C 0.077

[2]
The following is a quantum chemistry calculation of a structure of composition C42H53Cl5N8O3Y in a non-equilibrium geometry, from the OMol25 dataset.

LUMO in eV: -1.82
2S+1: 1
Gap between HOMO and LUMO in eV: 8.610
Charge: +1
E in eV: -126128.833

Structure (XYZ):
```
112
C42H53Cl5N8O3Y (wB97M-V/def2-TZVPD)
Y -1.19089 1.19828 0.43765
C -4.32089 2.78363 -0.77704
N -3.01979 2.28345 -1.33363
C -2.34986 3.38479 -2.09283
C -3.26538 1.18699 -2.29916
C -1.98926 0.59428 -2.77776
C -1.84500 0.33726 -4.14299
C -0.71321 -0.40023 -4.57028
C 0.16113 -0.82346 -3.59696
C 0.07075 -0.48427 -2.25366
C -1.04338 0.25877 -1.80989
H -4.98609 3.08147 -1.61930
H -4.16568 3.63091 -0.11301
H -4.82459 2.02777 -0.17415
H -3.05246 3.99697 -2.71166
H -1.63737 2.89865 -2.79138
H -1.78989 4.05065 -1.45004
H -3.91991 1.49268 -3.11347
H -3.84797 0.39515 -1.75160
H -2.59119 0.71825 -4.81094
H -0.53561 -0.55617 -5.58550
H 1.00540 -1.45469 -3.82145
H 0.83197 -0.84290 -1.58180
Cl 0.85088 -1.84937 0.97179
C 0.97709 -0.75503 2.37219
C 0.65877 0.54565 2.09409
C 0.86574 1.44386 3.15384
Cl 0.52236 3.13019 2.88872
C 1.35430 1.02113 4.40713
Cl 1.32379 2.08336 5.82240
C 1.63182 -0.33611 4.58081
Cl 2.27799 -0.87618 6.08487
C 1.42395 -1.25741 3.55559
Cl 1.77340 -2.91638 3.73260
C 3.73580 -5.23328 0.52020
C 3.77790 -5.42047 -1.04184
N 3.66835 -4.19271 -1.73060
C 4.80884 -3.21925 -1.64606
C 4.33203 -1.97772 -0.91915
C 2.76629 -3.92280 -2.69792
O 2.90090 -2.97597 -3.45620
C 1.58827 -4.88527 -2.89497
C 1.32714 -5.26208 -4.19285
C 0.20863 -6.03749 -4.36956
C -0.52969 -6.44107 -3.26820
N -0.25765 -6.10366 -1.98783
C 0.79202 -5.35332 -1.85559
H 3.83362 -6.22342 0.98243
H 2.78394 -4.84388 0.72283
H 4.52953 -4.62357 0.85294
H 2.99090 -6.11442 -1.37891
H 4.71912 -5.88072 -1.38902
H 5.06560 -2.98136 -2.74264
H 5.63215 -3.71514 -1.20975
H 3.37564 -1.67103 -1.39068
H 5.05556 -1.15010 -1.07927
H 4.28105 -2.18199 0.16370
H 1.92650 -4.95930 -5.03812
H -0.11844 -6.33605 -5.35463
H -1.38819 -7.13440 -3.40375
H 1.01242 -5.08385 -0.82085
C -2.73994 -5.04598 2.44615
C -2.58131 -3.64007 2.02416
C -2.66211 -2.62214 2.95044
C -2.38236 -1.32845 2.57612
N -2.25303 -0.91377 1.31470
C -2.38544 -1.91286 0.39913
C -2.54054 -3.26792 0.67027
H -3.69623 -5.41198 2.10149
H -2.75256 -5.15638 3.58634
H -1.90624 -5.66174 2.09274
H -2.84348 -2.79570 4.00554
H -2.20323 -0.57819 3.32156
H -2.29093 -1.53133 -0.61371
H -2.54207 -3.94491 -0.15855
C -2.43147 5.08981 0.98574
N -2.44257 4.68719 2.42523
C -2.34037 5.69679 3.43757
C -3.17483 5.39648 4.68901
C -2.66397 4.07979 5.11886
N -2.78729 3.04656 4.01745
C -2.91350 1.68400 4.45269
C -2.60414 3.37607 2.73392
O -2.53925 2.49815 1.83308
H -1.98331 4.25066 0.41030
H -1.69075 5.88250 0.93123
H -3.42142 5.36907 0.63771
H -2.66880 6.64238 2.93114
H -1.32583 5.83940 3.79928
H -4.21700 5.40926 4.39594
H -2.95828 6.08482 5.48425
H -3.28185 3.71778 5.92858
H -1.60922 4.07605 5.41149
H -3.38427 1.11998 3.64096
H -3.52706 1.63589 5.36177
H -1.91191 1.25256 4.74655
N 0.48062 2.57913 -0.43081
C 1.52543 2.77090 -0.90293
N 2.65245 2.93853 -1.53919
C 3.76718 3.65789 -0.94703
C 4.45934 4.45186 -2.11419
O 4.85971 3.48355 -3.09493
C 3.72935 2.78559 -3.68744
C 2.96641 2.04978 -2.67394
H 4.58402 2.97489 -0.58190
H 3.35471 4.30917 -0.19641
H 5.30713 4.98751 -1.67495
H 3.77138 5.16713 -2.55091
H 4.17579 2.21161 -4.49309
H 3.09411 3.59161 -4.11996
H 3.47853 1.13979 -2.37395
H 1.99120 1.80965 -3.00441
```

Löwdin atomic charge list, values in e, 4 entries:
1. Y 1.464
2. C -0.078
3. N -0.285
4. C -0.082

[3]
The following is a quantum chemistry calculation of a structure of composition C21H31IrN6S3Si in a non-equilibrium geometry, from the OMol25 dataset.

Expectation value of S²: 6.0488
LUMO (alpha / beta) in eV: -5.72 / -7.41
2S+1: 5
Gap between HOMO and LUMO (alpha / beta) in eV: 7.556 / 7.265
Charge: +2
E in eV: -74428.501

Structure (XYZ):
```
63
C21H31IrN6S3Si (wB97M-V/def2-TZVPD)
Ir 0.05378 0.06295 0.01396
C -2.04756 -1.20670 2.75606
C -2.73879 -1.63976 1.47698
S -1.65833 -2.08945 0.08910
C -0.67799 -3.50194 0.69539
C 0.50028 -3.21958 1.62533
S 1.57256 -1.84177 1.07580
C 1.86338 -0.91530 2.61638
C 0.63924 -0.57988 3.45078
S -0.79428 0.12048 2.54153
H -2.79083 -0.79745 3.43968
H -1.56626 -2.04671 3.24865
H -3.39121 -2.48831 1.68373
H -3.34958 -0.83489 1.06664
H -1.36907 -4.19315 1.17832
H -0.33074 -3.97068 -0.22531
H 0.17637 -3.00358 2.63874
H 1.13356 -4.10509 1.65997
H 2.56904 -1.47719 3.22871
H 2.35428 -0.00784 2.26377
H 0.27290 -1.43588 4.01230
H 0.92443 0.17913 4.17838
N -3.04899 2.41562 -2.22553
C -2.64562 2.03595 -1.00923
N -1.64358 1.19232 -1.14129
C -1.47851 1.09401 -2.49694
N -2.32095 1.82859 -3.17832
C -0.52716 0.16564 -3.08914
C -0.28694 0.11273 -4.46469
N 0.48719 -0.82195 -4.98473
C 1.01959 -1.72034 -4.16538
C 0.83141 -1.64274 -2.79306
N 0.07217 -0.68987 -2.25760
H -3.79546 3.04566 -2.47745
H -3.09194 2.37520 -0.08935
H -0.73482 0.83947 -5.13129
H 1.61369 -2.50865 -4.61087
H 1.29861 -2.35042 -2.11772
C 1.49782 2.79012 2.95495
Si 1.28366 3.26218 1.13677
C 2.24934 4.86275 0.92761
C -0.54675 3.60190 0.84090
N 1.63925 1.82614 0.13290
C 2.68180 1.71903 -0.71591
C 2.97876 0.47776 -1.35887
C 3.98844 0.35222 -2.27565
C 4.79916 1.44929 -2.58000
C 4.57718 2.66586 -1.93472
C 3.55667 2.80739 -1.02764
H 1.43411 3.71173 3.53640
H 2.47092 2.34031 3.16538
H 0.70335 2.13398 3.30404
H 1.84036 5.58544 1.63676
H 2.15636 5.30433 -0.06613
H 3.30869 4.74860 1.16582
H -0.85422 4.47113 1.42534
H -1.13854 2.74478 1.16093
H -0.74907 3.81070 -0.21172
H 2.41006 -0.38770 -1.05994
H 4.17620 -0.60072 -2.75382
H 5.60353 1.34923 -3.29561
H 5.21734 3.51059 -2.15129
H 3.39533 3.76531 -0.56505
```

Löwdin atomic charge list, values in e, 4 entries:
1. Ir 0.890
2. C -0.453
3. C -0.487
4. S 0.840

[4]
The following is a quantum chemistry calculation of a cluster of 3 separate species, C19H46BNO10PS in total, from the OMol25 dataset.

LUMO in eV: 2.45
2S+1: 1
Gap between HOMO and LUMO in eV: 5.760
Charge: -1
E in eV: -63213.538

Structure (XYZ):
```
79
C19H46BNO10PS (wB97M-V/def2-TZVPD)
C 0.90501 -3.13281 2.72236
O 1.09529 -3.28335 1.33536
C 0.05575 -4.05434 0.75411
C 0.28116 -4.26922 -0.72068
C 0.56065 -3.00222 -1.54307
C -0.64858 -2.44620 -2.31228
C -0.90373 -0.95207 -2.13182
P -1.50870 -0.39563 -0.33520
C 0.27666 0.27255 0.08774
N 0.74819 -0.10564 1.45447
C -2.15948 0.10377 1.44363
C -1.94184 1.53497 1.89315
O -1.81631 1.66475 3.34073
C -3.26143 -1.22386 -0.70710
C -3.53140 -2.47393 0.12046
C -5.02634 -2.82355 0.21823
S -5.86713 -2.14114 1.66533
B -2.08713 1.33921 -1.14748
O -1.20868 2.04287 -1.99557
O -3.34006 1.91197 -0.97202
C -3.47778 3.32526 -0.99629
H -0.15239 -3.18547 2.98644
H 1.45307 -3.90034 3.27887
H 1.26210 -2.14705 3.01357
H -0.90159 -3.56009 0.94154
H 0.02202 -5.03476 1.25227
H -0.62879 -4.74370 -1.09445
H 1.10720 -4.97495 -0.83935
H 0.98940 -2.25915 -0.87328
H 1.33552 -3.26772 -2.26440
H -1.54504 -3.03218 -2.08938
H -0.45669 -2.61627 -3.37830
H -1.64725 -0.64484 -2.87755
H 0.01479 -0.43392 -2.42732
H -1.06486 -1.69098 0.21729
H 1.00479 -0.11684 -0.62134
H 0.32324 1.36037 -0.00193
H 0.90485 0.72408 2.01067
H 1.63116 -0.59317 1.39127
H -3.23343 -0.08364 1.50696
H -1.70083 -0.54074 2.19374
H -2.80874 2.14455 1.64773
H -1.05017 1.98053 1.44497
H -0.88356 1.63797 3.54152
H -4.07095 -0.50136 -0.55680
H -3.33312 -1.51968 -1.75999
H -3.03515 -3.33632 -0.33084
H -3.12952 -2.36139 1.12957
H -5.52872 -2.44017 -0.66957
H -5.19432 -3.89921 0.23369
H -5.55281 -0.86612 1.43354
H -1.64912 2.20535 -2.83246
H -2.51795 3.83647 -0.97493
H -4.04274 3.62804 -0.11465
H -4.04167 3.64059 -1.87552
C 0.99444 4.01384 -0.60502
O 1.88885 5.03664 -0.12737
C 1.29035 6.08725 0.40941
O 0.10495 6.26460 0.51791
O 2.23582 6.94543 0.82013
C 1.71820 8.12786 1.42668
H 1.62093 3.23071 -1.01771
H 0.40034 3.61051 0.21148
H 0.33772 4.40398 -1.37796
H 1.13358 7.88326 2.31166
H 1.09867 8.68266 0.72417
H 2.58363 8.72184 1.70684
C 4.00684 -3.27998 -0.38046
O 5.36229 -2.81970 -0.52083
C 5.47253 -1.53129 -0.81845
O 4.57114 -0.75254 -0.97465
O 6.77608 -1.23409 -0.91776
C 7.02947 0.13479 -1.23445
H 4.07189 -4.33564 -0.13466
H 3.48945 -2.75411 0.41738
H 3.46101 -3.15458 -1.31245
H 6.63040 0.78940 -0.46197
H 6.58829 0.39621 -2.19444
H 8.11024 0.23363 -1.28308
```

Löwdin atomic charge list, values in e, 4 entries:
1. C -0.123
2. O -0.216
3. C -0.264
4. C -0.176

[5]
The following is a quantum chemistry calculation of a cluster of 8 separate species, C16H39Cl5N2O8 in total in a non-equilibrium geometry, from the OMol25 dataset.

LUMO in eV: -0.39
2S+1: 1
Gap between HOMO and LUMO in eV: 9.091
Charge: 0
E in eV: -99195.003

Structure (XYZ):
```
70
C16H39Cl5N2O8 (wB97M-V/def2-TZVPD)
C -0.36011 6.10520 2.67369
C -0.32101 4.62066 3.04356
N 0.32714 3.84996 1.98390
C -0.33383 2.96434 1.16401
C 0.59281 2.33124 0.42321
N 1.82101 2.84482 0.77249
C 1.64278 3.73811 1.74278
C 3.08364 2.56594 0.11970
H -1.06949 6.40305 1.90434
H 0.62752 6.44179 2.35371
H -0.56817 6.68360 3.57633
H -1.28094 4.22524 3.35833
H 0.33215 4.54354 3.91446
H -1.39448 2.79775 1.25139
H 0.54127 1.50640 -0.26687
H 2.39747 4.37536 2.16919
H 3.67563 3.46582 -0.05257
H 2.94609 2.13240 -0.86780
H 3.73341 1.88303 0.66172
Cl -0.38505 -1.05928 -0.60996
C -0.17720 1.85166 -3.16479
C 0.31349 3.32477 -3.14442
O -0.67728 4.16922 -3.71549
O -1.12700 1.53642 -2.18165
H 0.75458 1.28044 -2.98402
H -0.45355 1.55992 -4.18185
H 1.19514 3.34742 -3.78881
H 0.58105 3.66919 -2.13809
H -1.49256 3.99133 -3.22996
H -0.88762 0.65773 -1.81865
C -2.72170 -1.48172 2.71351
C -3.42857 -0.53385 1.74546
O -2.64712 0.50146 1.22209
O -1.31208 -1.58921 2.49011
H -3.17276 -2.47259 2.75376
H -2.75516 -1.01022 3.70118
H -4.30311 -0.06032 2.20936
H -4.03382 -1.08393 1.00634
H -2.04343 0.20802 0.52634
H -1.06636 -1.17993 1.64671
C 1.98747 -1.04773 2.23672
C 3.29636 -1.28169 2.98014
O 3.28501 -2.32270 3.91532
O 2.21145 -0.06729 1.17796
H 1.18331 -0.82024 2.93494
H 1.79824 -1.93762 1.62804
H 3.52933 -0.30367 3.41638
H 4.10916 -1.43030 2.26226
H 3.16702 -3.15590 3.44937
H 1.51111 -0.32605 0.56590
C 1.75436 -5.46030 -2.81101
C 1.20718 -4.09085 -2.52805
O 1.55202 -3.72206 -1.19587
O 1.23216 -5.92976 -4.06377
H 1.45402 -6.08622 -1.96533
H 2.84814 -5.45579 -2.84593
H 0.11651 -4.07646 -2.69379
H 1.44597 -3.27404 -3.22616
H 1.05787 -2.90225 -1.04565
H 1.56295 -6.83486 -4.09875
C -2.17215 -4.05911 -0.02336
Cl -3.85154 -3.85078 -0.58869
Cl -1.50643 -5.65438 -0.35855
H -1.55082 -3.28732 -0.47223
H -2.13229 -3.88508 1.04784
C -3.00030 -1.59118 -3.25634
Cl -4.76138 -1.46990 -3.04226
Cl -2.44138 -0.70214 -4.65066
H -2.56425 -1.42497 -2.27688
H -2.88185 -2.65419 -3.45427
```

Löwdin atomic charge list, values in e, 4 entries:
1. C -0.066
2. C -0.155
3. N -0.046
4. C 0.025

[6]
The following is a quantum chemistry calculation of a structure of composition C34H27AlBrFN9O5 in a non-equilibrium geometry, from the OMol25 dataset.

LUMO in eV: -3.64
2S+1: 1
Gap between HOMO and LUMO in eV: 5.645
Charge: +1
E in eV: -138697.633

Structure (XYZ):
```
78
C34H27AlBrFN9O5 (wB97M-V/def2-TZVPD)
Al -0.07150 -0.07540 0.07410
Br 0.21790 6.07220 6.16920
C 1.24790 6.00410 4.56720
C 1.93740 4.83880 4.27540
C 2.67000 4.76280 3.11230
C 2.72560 5.85520 2.23360
C 2.04610 7.03530 2.56980
C 1.30040 7.10570 3.72620
N 3.60890 5.88750 1.17640
N 3.92360 4.96110 0.43320
C 3.27140 3.76990 0.24750
C 4.08110 2.66220 -0.00360
C 3.58140 1.38470 -0.21550
C 2.20940 1.16710 -0.23280
O 1.62330 0.01640 -0.41430
C 1.36190 2.30290 -0.06000
N 0.05520 2.02040 -0.18420
C -0.82620 2.99070 -0.13530
C -0.44190 4.32400 0.04220
C 0.88950 4.63570 0.18770
C 1.85190 3.60940 0.16730
H 1.90010 3.99790 4.95260
H 3.22800 3.86460 2.89050
H 2.10270 7.88310 1.90360
H 0.77860 8.01450 3.98540
H 5.14930 2.81910 0.01380
H 4.25560 0.55660 -0.37770
H -1.86150 2.71440 -0.27260
H -1.19180 5.09900 0.03460
H 1.19160 5.66750 0.27500
C -4.40960 -1.59090 6.02720
C -3.94110 -0.17790 5.69500
N -2.84090 -0.17520 4.73950
C -3.14760 -0.11100 3.42960
C -2.23500 -0.03050 2.41570
C -2.74610 0.08890 0.98330
O -3.93760 0.14200 0.79360
O -1.83140 0.17000 0.08490
C -0.85440 -0.00370 2.72700
O 0.08780 0.14640 1.89980
C -0.52660 -0.13670 4.12900
C 0.82070 -0.15700 4.50050
C 1.18660 -0.25970 5.81160
F 2.51390 -0.23060 6.07450
C 0.23080 -0.37450 6.84130
C -1.10780 -0.38170 6.45770
C -1.52160 -0.23470 5.12410
N 0.58130 -0.53980 8.18730
C -0.15950 0.13530 9.22980
C -0.30610 -0.82190 10.42890
N 0.84370 -1.76940 10.42620
C 2.08370 -1.05420 10.04240
C 1.98300 -0.69510 8.55430
H -5.24320 -1.54150 6.72200
H -3.61210 -2.18250 6.47050
H -4.74760 -2.09530 5.12620
H -3.64040 0.36080 6.59560
H -4.76730 0.37670 5.24640
H -4.19670 -0.11200 3.15680
H 1.57990 -0.07250 3.73780
H -1.85630 -0.52110 7.21680
H -1.14450 0.42470 8.87440
H 0.35910 1.05240 9.53910
H -1.23340 -1.39270 10.36730
H -0.30060 -0.26120 11.36550
H 0.67480 -2.49240 9.71390
H 0.93950 -2.22670 11.33810
H 2.95800 -1.68220 10.21570
H 2.17000 -0.16620 10.67070
H 2.40050 -1.50020 7.94690
H 2.57870 0.21000 8.37710
O -0.08980 -1.86060 -0.06170
N -1.11190 -2.49490 0.51750
C -1.18770 -3.77860 0.43410
C -0.28320 -4.66870 -0.20980
N 0.46100 -5.39060 -0.69590
C -2.26640 -4.39640 1.11580
N -3.10550 -4.91730 1.69570
```

Löwdin atomic charge list, values in e, 4 entries:
1. Al 0.022
2. Br 0.708
3. C -0.682
4. C -0.132